Entry 1:
ORCA calculation (ωB97M-V with the def2-TZVPD basis set) on 2 unconnected molecules or ions with the total composition C32H49F9NO4S.

The geometry in XYZ format:
```
96
Properties=species:S:1:pos:R:3:mulliken_charge:R:1
C -1.87038 -4.02816 -6.66285 -1.059
C -1.91003 -4.65832 -5.26383 -0.372
S -2.30147 -3.52372 -3.90088 -0.156
C -0.65479 -3.19506 -3.21944 -1.092
C -0.77820 -2.61060 -1.79465 -1.013
C 0.06910 -3.36412 -0.78490 -1.774
N 1.54226 -3.09076 -0.99183 0.260
C 1.88247 -1.83157 -1.77832 -0.826
C 3.36421 -1.53253 -1.58279 -0.747
C 3.87252 -0.48093 -2.56847 -1.044
C 0.93355 -0.67747 -1.44830 1.498
C 1.24472 0.07560 -0.13955 -1.054
C 1.37410 -0.72794 1.16217 -0.484
O 0.97745 -0.01430 2.30610 -0.429
C -0.40891 0.08026 2.53725 -0.362
C -0.78198 -0.86490 3.66822 0.832
F -2.11710 -0.86338 3.81704 -0.307
F -0.43290 -2.12668 3.27976 -0.339
C -0.12843 -0.65882 5.06997 0.507
F -0.86894 -1.32243 5.97382 -0.294
F 1.09436 -1.21203 5.03357 -0.298
C 0.07734 0.77960 5.62368 0.710
F 0.71995 0.64575 6.79906 -0.280
F 0.88313 1.45647 4.77430 -0.258
C -1.15134 1.66907 5.88031 -0.100
F -1.82514 1.22917 6.95355 -0.210
F -1.98122 1.62764 4.81261 -0.236
C -0.55764 -1.09086 -1.67096 2.299
F -1.26379 -0.74270 -0.50132 -0.437
C -1.16415 -0.31439 -2.82676 -1.033
C -1.38505 1.15968 -2.49871 -0.312
C -1.75430 1.96835 -3.73849 -0.680
C -1.64875 3.48933 -3.53394 -1.059
C -0.48316 4.12392 -4.29600 -0.857
C 0.88895 3.49262 -4.01467 0.943
C 1.83144 3.53029 -5.21793 -1.077
C 1.45589 2.54882 -6.33392 -0.445
O 2.31732 1.41892 -6.38614 -0.471
C 1.87753 0.30825 -5.64932 -0.408
H -2.03853 -2.95217 -6.61372 0.299
H -0.90877 -4.19433 -7.14895 0.294
H -2.64630 -4.45005 -7.30063 0.316
H -2.67478 -5.43169 -5.19822 0.516
H -0.96168 -5.14075 -5.02189 0.291
H -0.09492 -2.52316 -3.87477 0.261
H -0.12083 -4.15022 -3.19814 0.744
H -1.80415 -2.76680 -1.44674 1.299
H -0.07881 -4.43958 -0.87852 0.609
H -0.18996 -3.08327 0.23337 0.096
H 2.02506 -3.05553 -0.09037 0.496
H 1.95469 -3.87705 -1.49477 0.549
H 1.73474 -2.10824 -2.82540 0.440
H 3.93147 -2.46141 -1.71461 0.515
H 3.53781 -1.19368 -0.55771 0.200
H 4.95571 -0.53749 -2.66235 0.489
H 3.44591 -0.62745 -3.56434 0.039
H 3.62068 0.52988 -2.24484 0.267
H 1.15456 0.04977 -2.23711 -1.657
H 2.17753 0.62131 -0.30101 0.545
H 0.48128 0.83919 0.00917 0.519
H 0.81140 -1.66934 1.12077 0.243
H 2.42008 -0.97948 1.35748 0.069
H -1.00518 -0.25240 1.68355 -0.052
H -0.68874 1.10788 2.76664 0.512
H -0.81659 2.69645 6.03681 0.360
H -0.47751 -0.37933 -3.67954 -0.093
H -2.10419 -0.77721 -3.13885 0.842
H -2.16607 1.25561 -1.74145 0.379
H -0.47146 1.58889 -2.06663 0.049
H -1.08479 1.66612 -4.55285 0.127
H -2.76355 1.69985 -4.06119 0.681
H -2.57844 3.96248 -3.85491 0.377
H -1.55242 3.71648 -2.46587 0.396
H -0.70270 4.08842 -5.36900 0.303
H -0.42572 5.18467 -4.03726 0.413
H 1.36032 4.02169 -3.18055 0.417
H 0.76854 2.45292 -3.68553 -0.861
H 1.83995 4.54725 -5.62097 0.398
H 2.85433 3.30129 -4.90896 0.463
H 1.51888 3.02323 -7.31357 0.324
H 0.42062 2.20115 -6.20515 0.280
H 2.74612 -0.31778 -5.43433 0.493
H 1.15105 -0.28502 -6.22130 0.304
H 1.41431 0.59957 -4.69470 -0.068
C -2.14036 0.90201 10.19421 -0.196
C -0.94656 1.47782 10.08980 -0.181
C -0.28860 2.11022 11.26118 0.272
O 0.79587 2.64175 11.15773 -0.539
C -1.01065 2.06944 12.55801 -0.385
C -2.20396 1.49167 12.66451 -0.424
C -2.86416 0.86255 11.49155 0.241
O -3.95122 0.33682 11.58676 -0.530
H -2.64171 0.43582 9.35572 0.465
H -0.39509 1.51479 9.15945 0.435
H -0.50832 2.53566 13.39598 0.412
H -2.75279 1.44869 13.59662 0.413
```

Calculated values
Electronic energy, Eh: -2901.136932
Max |F|, Eh/bohr: 0.009
LUMO energy, eV: -3.01
Net charge: +1
Spin multiplicity: 1


Entry 2:
ORCA calculation (ωB97M-V with the def2-TZVPD basis set) on a molecular structure, C3H6N2S2.

The geometry in XYZ format:
```
13
Properties=species:S:1:pos:R:3:mulliken_charge:R:1
C 0.05529 -0.89768 0.69037 0.045
C -0.34436 1.31589 -0.29328 -0.343
C 0.26046 1.99570 0.67845 -0.358
H 0.98609 -0.50415 -1.72385 0.128
H -0.56751 -1.70847 1.28126 0.335
H -2.26614 -1.53673 -0.90503 0.164
H -0.43936 1.84183 -1.62927 0.216
H 0.72296 2.97742 0.04702 0.221
H 0.05862 1.64358 2.18336 0.252
N 1.31721 -1.14981 0.66023 -0.353
N -0.75003 -0.00379 -0.13418 0.056
S 2.24443 -0.22526 -0.42647 -0.158
S -2.38776 -0.34485 -0.16034 -0.207
```

Calculated values
Electronic energy, Eh: -1023.499185
Max |F|, Eh/bohr: 0.103
LUMO energy, eV: -0.35
Energy relative to the best compared isomer or geometry (same formula, charge and spin), kcal per mole: 190.6
Spin multiplicity: 1


Entry 3:
ORCA calculation (ωB97M-V with the def2-TZVPD basis set) on a molecular structure, C26H35MnO2.

The geometry in XYZ format:
```
64
Properties=species:S:1:pos:R:3:lowdin_spin:R:1
O -0.09090 -0.53046 -4.23389 0.000
C 0.75710 -1.74673 -4.38906 0.000
C 0.49672 -1.91402 -5.87528 0.000
H 0.39444 -2.58692 -3.78390 0.000
H 1.81131 -1.55360 -4.14457 0.000
C -0.43873 -0.70604 -5.64515 0.000
H -0.01752 -2.84142 -6.13096 0.000
H 1.37005 -1.70332 -6.49267 0.000
C -1.88829 -1.10338 -5.82564 0.000
H -2.11837 -2.01879 -5.26626 0.000
H -2.08561 -1.29046 -6.88908 0.000
H -2.53574 -0.28483 -5.49726 0.000
C -0.09210 0.52056 -6.46464 0.000
H 0.94686 0.83962 -6.33198 0.000
H -0.76594 1.33725 -6.18621 0.000
H -0.24937 0.31173 -7.53060 0.000
Mn -0.56880 2.07357 0.79846 2.689
C 0.63669 3.36035 2.00426 0.050
C 0.81684 1.98893 2.40870 0.034
C 1.33014 1.25314 1.28692 0.013
H 0.70069 1.57676 3.40628 0.004
C 1.47119 2.17860 0.17889 0.052
C 1.02978 3.47320 0.62173 -0.012
H 1.05445 4.39689 0.04886 -0.001
H 0.35798 4.17773 2.66886 0.004
H 1.64641 0.21714 1.30193 0.003
H 1.86992 1.95567 -0.80985 0.010
C -2.01670 2.69740 2.23669 0.066
C -2.28540 3.30919 0.95527 -0.019
C -2.54262 2.24859 0.00365 0.049
H -2.38815 4.38270 0.77315 -0.002
C -2.40733 0.98431 0.69741 0.043
C -2.07347 1.26748 2.07366 -0.005
H -1.97311 0.53522 2.87129 0.001
H -1.91688 3.21842 3.19069 0.005
H -2.84108 2.38553 -1.03472 0.009
H -2.55902 -0.00968 0.26841 0.006
O -0.33469 -2.52537 -1.16172 0.002
C -0.08415 -1.12682 -1.42821 0.008
C 1.42255 -0.86620 -1.53065 0.001
H -0.55441 -0.49368 -0.64381 0.008
H -0.57315 -0.89737 -2.37792 0.000
C 2.08242 -2.16318 -1.03855 0.000
H 1.72769 0.00764 -0.97304 0.001
H 1.68161 -0.67574 -2.56501 0.000
C 0.91098 -3.07234 -0.63759 0.000
H 2.74058 -1.98180 -0.19049 0.000
H 2.63979 -2.61906 -1.85930 0.000
H 0.84497 -3.11419 0.46750 0.000
H 1.01956 -4.10155 -1.00604 0.000
C -0.01429 -1.30957 3.50130 0.482
C 0.14060 -0.93245 4.83185 0.042
C -0.99186 -0.70090 5.68582 0.130
C -0.80727 -0.23147 6.97562 -0.014
C 0.49280 -0.03117 7.48633 0.163
C 1.61708 -0.27622 6.67058 -0.014
C 1.45676 -0.71832 5.36763 0.130
H 0.85555 -1.56814 2.90479 0.026
H -1.00877 -1.43882 3.07842 0.024
H -1.98444 -0.89332 5.27839 0.005
H -1.67416 0.00162 7.60415 -0.004
H 0.62271 0.32594 8.50792 0.010
H 2.62156 -0.09655 7.06832 -0.004
H 2.31450 -0.90130 4.72028 0.005
```

Calculated values
Electronic energy, Eh: -2312.971274
Max |F|, Eh/bohr: 0.047
LUMO energy (alpha / beta), eV: 0.71 / -0.57
Energy relative to the best compared isomer or geometry (same formula, charge and spin), kcal per mole: 0.0
Spin multiplicity: 5


Question: The lowest max |F| belongs to which entry?
Answer: C32H49F9NO4S